One molecule with the formula C23H37NO3, computed with ωB97M-V/def2-TZVPD.

For the total energy, the calculation gives -1179.10546 a.u. The value obtained for the molecular weight is 375.55 g mol⁻¹. Its total charge is 0. The value obtained for the gap between HOMO and LUMO is 8.72 eV. The energy above the lowest of the compared OMol25 structures with the same formula, charge and spin comes out at 3.1 kcal per mole.

Element x y z (Å)
C 3.8870 -6.6128 -0.8481
C 3.1829 -5.3736 -0.3838
C 3.6400 -4.6491 0.7064
C 2.9743 -3.5165 1.1360
C 1.8267 -3.0827 0.4823
N 1.1344 -1.9325 0.8806
C 1.3315 -1.1418 1.9683
O 2.1703 -1.3216 2.8255
C 0.3364 0.0076 2.0269
C -1.0177 -0.4937 2.5402
C -2.0108 0.6404 2.7984
C -2.5235 1.3098 1.5241
C -3.4779 2.4581 1.8530
C -4.0426 3.1814 0.6216
C -3.3249 4.4888 0.2734
C -1.8866 4.3369 -0.2240
C -1.8109 3.7204 -1.6200
C -0.3795 3.5387 -2.1255
C 0.3738 2.3798 -1.4758
C -0.1489 1.0109 -1.9286
O 0.6260 -0.0407 -1.3860
C 1.9892 0.1008 -1.7427
C 2.5149 1.4621 -1.2889
O 1.7404 2.5034 -1.8405
C 1.3414 -3.8065 -0.6175
C 0.0911 -3.3875 -1.3370
C 2.0324 -4.9341 -1.0271
H 4.9116 -6.6352 -0.4853
H 3.3740 -7.4986 -0.4716
H 3.8960 -6.6690 -1.9349
H 4.5296 -4.9688 1.2291
H 3.3371 -2.9619 1.9847
H 0.4354 -1.6161 0.2235
H 0.7284 0.7570 2.7164
H 0.2297 0.4468 1.0352
H -1.4478 -1.1979 1.8236
H -0.8503 -1.0325 3.4756
H -2.8648 0.2387 3.3492
H -1.5361 1.3914 3.4341
H -3.0470 0.5690 0.9138
H -1.6823 1.6834 0.9415
H -4.3053 2.0473 2.4364
H -2.9636 3.1799 2.4910
H -5.0885 3.4321 0.8124
H -4.0297 2.5081 -0.2367
H -3.3223 5.1243 1.1622
H -3.9039 5.0073 -0.4953
H -1.3178 3.7416 0.4887
H -1.4257 5.3271 -0.2589
H -2.3254 2.7593 -1.6318
H -2.3376 4.3791 -2.3141
H 0.1970 4.4465 -1.9400
H -0.3865 3.3702 -3.2041
H 0.3025 2.4387 -0.3764
H -1.1680 0.8399 -1.5794
H -0.1228 0.9620 -3.0272
H 2.5269 -0.7112 -1.2517
H 2.0931 0.0107 -2.8335
H 3.5360 1.6188 -1.6375
H 2.4897 1.5145 -0.1895
H -0.7664 -3.4089 -0.6632
H -0.1112 -4.0665 -2.1615
H 0.1853 -2.3794 -1.7406
H 1.6613 -5.4937 -1.8752